Entry 1:
{"formula": "C5H13NO3", "method": "ωB97M-V with the def2-TZVPD basis set", "relative_energy_kcal_mol": 27.4, "orbital_gap_ev": 10.5, "smiles": "C[C@H](O)CN(C)C(O)O", "total_charge": 0, "symbols": ["C", "C", "O", "C", "N", "C", "C", "O", "O", "H", "H", "H", "H", "H", "H", "H", "H", "H", "H", "H", "H", "H"], "xyz": [[-2.5933, -0.3290, -0.3610], [-1.5474, 0.5222, 0.3534], [-1.1013, 1.5631, -0.4960], [-0.3016, -0.3251, 0.7602], [0.6989, -0.1651, -0.3101], [1.1413, -1.4188, -0.9047], [1.8201, 0.6786, 0.1193], [2.5168, 0.0920, 1.1884], [1.3774, 1.9333, 0.4755], [-2.1570, -0.8053, -1.2375], [-3.4167, 0.2994, -0.6919], [-2.9735, -1.1067, 0.2987], [-1.9845, 0.9934, 1.2403], [-0.4350, 1.0437, -1.1252], [0.1026, 0.0413, 1.7064], [-0.5658, -1.3748, 0.8885], [1.8057, -1.1983, -1.7392], [1.6755, -2.0482, -0.1865], [0.2710, -1.9623, -1.2683], [2.5060, 0.7444, -0.7474], [2.7553, 0.8044, 1.7944], [0.4057, 2.0178, 0.2424]], "forces_ev_per_a": [[0.1192, 0.2690, 0.1901], [-0.0942, -0.5537, 0.0757], [1.1461, -0.7460, -1.4883], [-0.1028, 0.4716, -0.1871], [0.4117, -0.2174, 0.4831], [0.0762, 0.0208, 0.1628], [-0.1076, -0.3103, -0.9311], [0.0042, 0.0108, 0.1940], [-0.6794, 0.3263, 0.1673], [0.0831, -0.0608, -0.1079], [-0.0914, -0.0059, -0.0176], [-0.0723, -0.0612, 0.0521], [0.0606, -0.0521, -0.1321], [-1.4730, 1.1816, 1.5170], [0.0218, -0.1027, -0.0697], [0.0176, 0.0181, -0.0137], [-0.0098, -0.0725, -0.0675], [0.0230, -0.0552, -0.0157], [0.0365, -0.0185, -0.0915], [-0.1630, -0.0346, 0.2347], [-0.0600, -0.0434, -0.0629], [0.8533, 0.0363, 0.1082]]}


Entry 2:
{"formula": "C29H55BCl8N3O5", "method": "ωB97M-V with the def2-TZVPD basis set", "orbital_gap_ev": 6.4, "total_charge": -1, "symbols": ["C", "C", "C", "C", "C", "O", "C", "C", "N", "C", "C", "C", "O", "O", "B", "O", "C", "C", "C", "C", "C", "C", "C", "N", "O", "C", "C", "C", "C", "N", "H", "H", "H", "H", "H", "H", "H", "H", "H", "H", "H", "H", "H", "H", "H", "H", "H", "H", "H", "H", "H", "H", "H", "H", "H", "H", "H", "H", "H", "H", "H", "H", "H", "H", "H", "H", "H", "H", "H", "Cl", "C", "C", "Cl", "H", "H", "H", "H", "Cl", "C", "C", "Cl", "H", "H", "H", "H", "Cl", "C", "C", "Cl", "H", "H", "H", "H", "Cl", "C", "C", "Cl", "H", "H", "H", "H"], "xyz": [[5.1926, -0.8437, -0.9090], [4.9160, 0.6590, -0.8253], [3.6823, 1.1302, -1.6235], [2.4424, 1.4521, -0.7800], [1.9092, 0.3389, 0.1279], [2.2059, -0.9959, -0.2718], [1.7193, -1.3593, -1.5334], [0.8670, -2.6296, -1.4828], [0.0740, -2.7365, -0.2737], [-1.0876, -3.5773, -0.4286], [-2.2334, -2.7504, -0.9958], [-2.9578, -1.9830, 0.0938], [-3.2085, -3.5552, -1.6758], [2.3963, 0.6130, 1.4108], [1.5892, -0.1901, 2.3485], [2.1918, -1.4323, 2.8855], [3.5837, -1.4899, 2.8575], [4.2679, -0.4726, 3.7754], [1.0731, 0.6673, 3.6704], [1.5832, 1.9342, 3.9797], [1.1587, 2.6805, 5.0704], [0.1595, 2.1063, 5.8594], [-0.3151, 0.8556, 5.4754], [0.1039, 0.1254, 4.4446], [0.3572, -0.4986, 1.5679], [0.3703, 0.3721, 0.4809], [-0.0771, 1.8007, 0.8134], [-1.4623, 1.8284, 1.4571], [-2.1456, 3.1928, 1.3144], [-3.5928, 3.0393, 1.5503], [4.9566, -1.2385, -1.8981], [6.2547, -1.0335, -0.7345], [4.6473, -1.4113, -0.1613], [4.9084, 1.0093, 0.2063], [5.7869, 1.1287, -1.2955], [3.4639, 0.3662, -2.3684], [3.9507, 2.0392, -2.1664], [2.6595, 2.3228, -0.1672], [1.6479, 1.7543, -1.4714], [2.5445, -1.5521, -2.2309], [1.1164, -0.5777, -2.0027], [1.4719, -3.5310, -1.6767], [0.1660, -2.5778, -2.3201], [0.6753, -3.0513, 0.4748], [-1.3895, -3.9226, 0.5619], [-0.8931, -4.4824, -1.0420], [-1.8315, -2.0137, -1.7003], [-3.7680, -1.4278, -0.3811], [-2.2778, -1.3098, 0.6125], [-3.3997, -2.6817, 0.8044], [-2.8448, -4.4276, -1.8454], [3.8668, -2.4846, 3.2305], [3.9984, -1.4357, 1.8449], [5.2612, -0.8000, 4.0874], [4.3505, 0.5025, 3.2930], [3.6418, -0.3365, 4.6578], [2.3439, 2.3362, 3.3112], [1.5632, 3.6607, 5.2917], [-0.2523, 2.6183, 6.7186], [-1.1152, 0.4247, 6.0762], [-0.3213, 0.0724, -0.3180], [0.6358, 2.3140, 1.4596], [-0.1266, 2.3815, -0.1161], [-1.4244, 1.5707, 2.5128], [-2.0973, 1.1188, 0.9191], [-1.7416, 3.9151, 2.0223], [-1.9448, 3.5276, 0.2893], [-4.0564, 2.7946, 0.6859], [-4.0038, 3.8995, 1.8866], [4.8763, 3.3140, 5.7309], [5.5832, 4.3837, 4.4979], [4.5717, 4.8286, 3.4718], [4.0304, 3.4880, 2.4358], [6.4097, 3.8542, 4.0300], [5.9787, 5.2542, 5.0203], [5.0249, 5.5748, 2.8197], [3.6928, 5.2666, 3.9398], [-2.4421, 0.2891, -3.8049], [-3.2217, -1.2998, -4.0519], [-4.3059, -1.2373, -5.0995], [-5.7043, -0.2736, -4.5443], [-3.6080, -1.6387, -3.0953], [-2.4428, -1.9851, -4.3654], [-4.6781, -2.2354, -5.3158], [-3.9425, -0.7984, -6.0255], [0.3737, -3.3671, -5.1124], [-0.3395, -4.9794, -5.3471], [-1.4069, -4.9515, -6.4098], [-2.8125, -4.0036, -5.8560], [-0.7419, -5.3125, -4.3931], [0.4651, -5.6540, -5.6355], [-1.7558, -5.9608, -6.6228], [-1.0433, -4.5116, -7.3346], [-9.8457, 1.1005, -1.1118], [-8.6363, 2.1156, -1.9427], [-7.2504, 1.5284, -1.8778], [-6.5833, 1.5561, -0.2262], [-8.6688, 3.1062, -1.4962], [-8.9501, 2.1933, -2.9826], [-6.5763, 2.1126, -2.5024], [-7.2366, 0.4996, -2.2268]], "forces_ev_per_a": [[0.2290, -0.0241, 0.4394], [0.4400, 0.0125, -0.7367], [0.1366, -0.0842, 0.6892], [-0.1114, -0.4200, -0.9933], [-1.4964, 1.3106, 0.9455], [0.8614, 0.1805, -0.2612], [-0.2204, -0.2825, -0.3517], [-0.3844, -0.0702, -0.1171], [0.3401, -0.3272, -0.3790], [0.1381, 0.0725, 0.3100], [-0.1599, 0.0414, 0.1738], [-0.0790, -0.1090, -0.3343], [-0.1645, -0.0600, -0.0706], [1.1233, -1.1618, -0.2025], [-1.3593, -0.4396, 1.2243], [0.2194, 0.4256, -0.8124], [0.3561, -0.6633, 0.5167], [-0.2880, 0.2592, -0.1688], [0.1800, 0.2477, -0.0525], [0.4140, 0.3907, -0.2553], [-0.4831, -0.7352, -0.0467], [0.3395, 0.1581, -0.4627], [-0.2871, -0.0662, 0.4279], [0.2505, 0.4694, 0.0454], [-0.2796, 0.2635, -0.0656], [0.6609, 0.4470, -0.2086], [-0.2608, 0.2337, 0.2611], [0.0815, 0.5186, -0.3242], [-0.2087, -0.7320, -0.2360], [0.1408, 0.2532, 0.1906], [-0.0590, 0.0095, -0.0549], [0.0438, -0.0218, 0.0017], [-0.2165, -0.0267, -0.1045], [-0.2242, -0.0747, 0.0889], [0.0158, 0.1713, 0.0812], [-0.1074, 0.0645, -0.1182], [-0.0696, 0.0324, -0.0677], [-0.0902, -0.0214, 0.2226], [-0.0219, 0.0240, -0.0166], [0.1255, 0.0301, 0.0760], [-0.0301, 0.2291, 0.2625], [0.1388, 0.0035, 0.1539], [0.0701, 0.0135, -0.1246], [-0.1829, 0.4000, 0.3553], [0.0130, -0.1376, 0.0157], [-0.0866, 0.0441, -0.1559], [0.1328, -0.1215, -0.1182], [-0.0401, 0.2082, 0.1715], [0.0560, 0.0310, 0.0287], [0.0133, -0.0117, 0.0734], [0.1479, 0.0110, 0.0000], [-0.0861, -0.0755, -0.0265], [-0.1024, 0.2144, -0.0936], [0.0694, -0.0422, -0.0560], [0.0241, 0.0479, -0.0064], [0.0792, -0.0531, 0.1311], [-0.5195, -0.3101, 0.4301], [0.0711, 0.0244, 0.0068], [-0.0591, -0.0491, 0.0607], [0.0162, -0.1255, -0.0545], [0.2175, -0.6201, -0.0478], [0.1144, -0.0895, 0.0203], [0.0320, -0.0662, -0.1050], [-0.0127, -0.3548, -0.0215], [-0.0894, -0.1861, 0.2085], [0.0774, 0.0653, -0.0107], [0.0269, 0.3711, 0.0732], [-0.0975, -0.0620, 0.0192], [-0.0475, 0.0440, -0.0949], [-0.0254, -0.0354, -0.0119], [0.0944, 0.0969, 0.0412], [-0.0039, 0.0497, -0.1276], [0.4938, 0.2905, -0.3007], [-0.0488, -0.0607, -0.0211], [-0.0320, 0.0172, -0.0065], [0.0350, -0.0007, 0.0210], [-0.0103, -0.0682, 0.0486], [-0.0174, 0.0256, 0.0107], [-0.0667, 0.1111, 0.1136], [0.1766, -0.0167, 0.0248], [-0.0631, 0.0407, -0.0788], [-0.0509, 0.0256, -0.0101], [0.0573, 0.0367, -0.0211], [-0.0737, -0.0013, 0.1117], [-0.0242, 0.0881, 0.0324], [0.0416, 0.0315, 0.0063], [0.0965, -0.0699, 0.0139], [-0.0040, -0.1468, -0.0224], [-0.0145, -0.3033, -0.2796], [-0.0224, 0.0686, 0.0162], [-0.0029, 0.0305, -0.0717], [-0.0318, -0.0039, 0.0872], [-0.0020, 0.1032, 0.0469], [-0.0142, 0.0130, 0.0194], [0.0117, 0.0859, -0.1191], [0.0667, 0.0022, -0.0106], [-0.0066, -0.0167, 0.0048], [-0.0045, -0.0358, 0.0817], [0.0110, -0.0511, -0.0077], [-0.0169, 0.0190, -0.0025], [-0.0195, -0.0239, 0.0626]]}


Entry 3:
{"formula": "C48H54Cl3GeN4ORuS", "method": "ωB97M-V with the def2-TZVPD basis set", "multiplicity": 6, "orbital_gap_ev": [6.1, 5.2], "total_charge": 2, "symbols": ["Ru", "C", "C", "C", "C", "C", "C", "C", "C", "C", "C", "C", "C", "C", "C", "C", "C", "N", "C", "C", "C", "N", "C", "C", "C", "N", "C", "C", "C", "C", "C", "C", "C", "C", "C", "C", "C", "C", "N", "C", "C", "H", "H", "H", "H", "H", "H", "H", "H", "H", "H", "H", "H", "H", "H", "H", "H", "H", "H", "H", "H", "H", "H", "H", "H", "H", "H", "H", "H", "H", "H", "H", "H", "H", "H", "H", "H", "H", "H", "H", "H", "H", "H", "H", "H", "Cl", "Ge", "Cl", "Cl", "O", "S", "C", "C", "C", "C", "C", "C", "C", "C", "C", "C", "C", "C", "H", "H", "H", "H", "H", "H", "H", "H", "H", "H"], "xyz": [[0.7033, 0.0192, 0.2872], [-0.2082, -5.5152, -2.5173], [-0.9745, -4.2688, -2.9857], [-0.2753, -2.9973, -2.6146], [0.5195, -2.2215, -3.3727], [0.9119, -2.4001, -4.8065], [2.1779, -3.2551, -4.9630], [1.0251, -1.1541, -2.5065], [1.9706, -0.2281, -2.8708], [2.5520, 0.7120, -2.0287], [3.6381, 1.6091, -2.4086], [4.3110, 1.5885, -3.7460], [5.2943, 0.4162, -3.8807], [3.9184, 2.3658, -1.3323], [3.0191, 1.9351, -0.2655], [2.9976, 2.4569, 1.0094], [2.1535, 2.0635, 2.0267], [1.2041, 1.0736, 1.9278], [0.6013, 0.9994, 3.1607], [-0.3713, 0.0832, 3.5178], [-0.8210, -0.9578, 2.7293], [-0.4032, -1.2236, 1.4482], [-1.0471, -2.3716, 1.0610], [-1.0040, -2.9184, -0.2009], [-0.3042, -2.3994, -1.2793], [0.4642, -1.2679, -1.2511], [-1.8831, -2.8650, 2.1563], [-1.7738, -1.9813, 3.1633], [-2.4516, -2.0077, 4.4975], [-1.5746, -2.6552, 5.5829], [-2.7129, -4.1098, 2.1068], [-4.1415, -3.8350, 1.6167], [1.1686, 2.0093, 4.0545], [2.1189, 2.6584, 3.3601], [3.0192, 3.7620, 3.8211], [4.3811, 3.2320, 4.2917], [0.6986, 2.2701, 5.4533], [-0.5601, 3.1504, 5.4736], [2.1859, 0.9387, -0.7263], [4.9765, 3.4123, -1.1667], [6.2695, 2.8421, -0.5611], [-0.7347, -6.4213, -2.8161], [-0.0965, -5.5300, -1.4311], [0.7913, -5.5464, -2.9524], [-1.9771, -4.2724, -2.5516], [-1.1018, -4.2993, -4.0681], [1.0712, -1.4235, -5.2683], [0.0845, -2.8673, -5.3417], [3.0117, -2.8369, -4.3946], [2.4744, -3.3080, -6.0104], [2.0076, -4.2724, -4.6099], [2.3352, -0.2649, -3.8886], [4.8415, 2.5288, -3.8895], [3.5571, 1.5294, -4.5351], [6.1033, 0.5014, -3.1541], [5.7358, 0.4035, -4.8768], [4.7999, -0.5440, -3.7152], [3.6879, 3.2605, 1.2244], [-0.7754, 0.1566, 4.5189], [-1.5832, -3.8157, -0.3754], [-3.3868, -2.5615, 4.4076], [-2.7165, -0.9900, 4.7935], [-1.3545, -3.6949, 5.3357], [-2.0841, -2.6377, 6.5460], [-0.6228, -2.1308, 5.6928], [-2.7433, -4.5523, 3.1031], [-2.2373, -4.8460, 1.4565], [-4.6419, -3.1052, 2.2573], [-4.7346, -4.7494, 1.6249], [-4.1398, -3.4428, 0.5957], [2.5321, 4.3007, 4.6333], [3.1599, 4.4814, 3.0119], [4.2632, 2.5673, 5.1485], [5.0289, 4.0562, 4.5890], [4.8858, 2.6725, 3.5008], [1.4973, 2.7588, 6.0104], [0.4984, 1.3235, 5.9602], [-0.3699, 4.1070, 4.9838], [-0.8713, 3.3491, 6.4985], [-1.3910, 2.6691, 4.9524], [4.5971, 4.2165, -0.5337], [5.1911, 3.8526, -2.1393], [6.0807, 2.3620, 0.4022], [7.0010, 3.6350, -0.4082], [6.7120, 2.0965, -1.2232], [-1.9469, 4.6733, -1.2650], [-0.1579, 3.5386, -1.0065], [1.2264, 4.9462, -0.1270], [0.5685, 3.1613, -3.0034], [-1.3905, 1.1038, -0.1142], [-2.6207, 0.1748, -0.2576], [-4.0701, 1.0952, 0.0651], [-4.3945, 2.2525, -0.6332], [-5.5749, 2.8999, -0.3232], [-6.4194, 2.3856, 0.6590], [-6.0921, 1.2211, 1.3386], [-4.9015, 0.5663, 1.0464], [-2.7811, -0.1430, -1.9974], [-3.6201, -1.1834, -2.3827], [-3.7406, -1.4837, -3.7324], [-3.0101, -0.7634, -4.6730], [-2.1696, 0.2664, -4.2697], [-2.0506, 0.5843, -2.9222], [-3.7391, 2.6356, -1.4024], [-5.8461, 3.8038, -0.8541], [-7.3445, 2.8985, 0.8903], [-6.7571, 0.8255, 2.0949], [-4.6219, -0.3433, 1.5686], [-4.1839, -1.7410, -1.6404], [-4.4059, -2.2775, -4.0504], [-3.1034, -1.0024, -5.7256], [-1.6104, 0.8348, -5.0033], [-1.4022, 1.3898, -2.6052]], "forces_ev_per_a": [[-0.5565, -0.1982, 0.0596], [-0.0058, 0.0428, -0.0088], [0.1052, 0.0488, 0.1020], [-0.3535, -0.2671, 0.3546], [0.3546, 0.3682, -0.2678], [0.0711, -0.0378, 0.1226], [-0.0248, 0.0326, -0.0081], [-0.2096, -0.1591, 0.0264], [0.1158, 0.0981, -0.0425], [-0.0037, 0.1056, 0.0518], [-0.1082, -0.4102, -0.4964], [-0.0306, -0.0892, 0.1134], [-0.0117, 0.0297, 0.0170], [0.1862, 0.2637, 0.5790], [0.0108, -0.0820, -0.2038], [0.1207, 0.0436, 0.0512], [-0.1641, -0.0015, 0.1367], [0.0305, 0.1354, 0.2491], [0.1536, 0.1482, -0.0509], [-0.0832, -0.0240, 0.0304], [0.0496, -0.1895, 0.0240], [-0.0549, -0.0420, 0.1245], [-0.1562, 0.1926, 0.1777], [-0.0122, -0.1191, -0.1447], [0.0529, -0.0314, -0.1029], [0.1373, -0.1582, -0.1370], [0.0666, -0.3688, -0.3908], [0.0368, 0.4331, 0.3032], [0.2175, -0.0944, 0.0640], [-0.0323, 0.0363, -0.0521], [-0.1039, 0.1233, -0.0627], [0.0152, 0.0073, -0.0107], [-0.5261, -0.3260, 0.2804], [0.4323, 0.2644, -0.3591], [0.0545, -0.1517, -0.0285], [-0.0247, 0.0215, -0.0127], [-0.0778, 0.0199, -0.1624], [0.0364, -0.0228, -0.0306], [0.1321, 0.1150, -0.1597], [0.0003, -0.1703, 0.0546], [-0.0760, -0.0157, -0.0274], [0.0024, 0.0299, 0.0131], [0.0017, -0.0007, -0.0336], [-0.0286, 0.0075, 0.0117], [-0.0389, 0.0180, -0.0446], [-0.0179, 0.0010, -0.0051], [-0.0584, 0.0060, -0.0045], [-0.0045, 0.0169, -0.0255], [-0.0236, -0.0149, -0.0148], [-0.0156, 0.0012, 0.0308], [0.0114, 0.0276, 0.0129], [-0.0009, -0.0048, 0.0318], [-0.0138, 0.0219, -0.0366], [-0.0085, 0.0482, 0.0039], [-0.0318, -0.0063, -0.0109], [-0.0132, 0.0015, 0.0239], [0.0178, 0.0360, -0.0124], [0.0052, -0.0219, 0.0032], [0.0056, 0.0033, -0.0408], [0.0508, 0.0170, 0.0179], [-0.0124, 0.0196, 0.0055], [-0.0328, -0.0094, -0.0099], [0.0006, 0.0420, -0.0049], [0.0076, 0.0037, -0.0337], [-0.0386, -0.0186, -0.0125], [-0.0094, -0.0071, 0.0001], [0.0182, -0.0237, 0.0457], [0.0308, -0.0287, -0.0287], [0.0294, 0.0253, -0.0096], [0.0112, 0.0031, 0.0483], [-0.0081, 0.0293, -0.0040], [-0.0359, 0.0300, 0.0028], [0.0043, -0.0003, -0.0282], [-0.0230, -0.0206, -0.0079], [-0.0171, 0.0122, 0.0243], [0.0184, -0.0220, 0.0209], [0.0434, 0.0065, 0.0175], [-0.0072, -0.0329, 0.0222], [0.0066, -0.0150, -0.0210], [0.0306, 0.0178, 0.0128], [-0.0295, 0.0439, -0.0449], [-0.0030, 0.0570, -0.0088], [0.0053, 0.0251, -0.0316], [-0.0300, -0.0162, -0.0103], [-0.0177, 0.0147, 0.0259], [-0.2139, 0.0315, 0.0045], [0.0394, 0.2941, 0.1249], [0.0927, 0.0730, 0.0816], [0.0840, -0.0885, -0.2117], [0.0987, -0.1076, -0.1072], [0.4856, -0.2222, 0.0538], [-0.1856, 0.1501, 0.1264], [-0.0613, -0.0384, 0.0000], [-0.0412, 0.0529, -0.0014], [0.0024, -0.0189, 0.0009], [0.0502, -0.0039, -0.0199], [-0.0448, 0.1090, 0.0439], [0.0869, -0.0430, -0.1654], [-0.0026, 0.0045, -0.0256], [0.0280, 0.0115, 0.0423], [0.0006, -0.0060, 0.0101], [-0.0055, -0.0173, 0.0070], [-0.0326, -0.0321, -0.0302], [-0.0051, -0.0233, -0.0146], [0.0012, -0.0328, 0.0363], [0.0284, -0.0192, -0.0139], [0.0134, 0.0100, -0.0188], [-0.0031, 0.0526, -0.0265], [0.0312, 0.0277, -0.0434], [0.0464, 0.0362, 0.0173], [-0.0084, 0.0146, 0.0544], [-0.0238, -0.0139, 0.0230], [-0.0067, -0.0946, -0.0011]]}


| no. | energy (hartree) |
| --- | --- |
| 1 | -478.7718 |
| 2 | -5384.9944 |
| 3 | -6105.9730 |